*P*
{"formula": "C6H10O", "method": "ωB97M-V with the def2-TZVPD basis set", "homo_energy_ha": -0.315, "orbital_gap_ha": 0.31448, "multiplicity": 1, "elements": ["C", "C", "C", "C", "O", "C", "C", "H", "H", "H", "H", "H", "H", "H", "H", "H", "H"], "xyz": [[2.0942, 0.5538, -0.2603], [1.0600, -0.5562, -0.1208], [0.7588, -0.8561, 1.3228], [-1.4383, -0.1985, 0.3833], [-2.6149, -0.8811, 0.1118], [-1.0581, 1.0745, -0.3034], [-0.3446, -0.2134, -0.6465], [3.0315, 0.2309, 0.2026], [1.7637, 1.4529, 0.2669], [2.2918, 0.8028, -1.3068], [1.3929, -1.4502, -0.6670], [-1.0925, -0.2655, 1.4250], [0.3842, -1.8994, 1.3615], [-3.3103, -0.4513, 0.6257], [-1.7606, 1.4417, -1.0469], [-0.5465, 1.8435, 0.2680], [-0.6113, -0.6286, -1.6159]], "mulliken_charge": [-1.322, 0.250, -0.772, 0.018, -0.529, -0.808, -0.339, 0.390, 0.313, 0.344, 0.382, 0.514, 0.274, 0.339, 0.297, 0.227, 0.423]}

*Q*
{"formula": "C6H10O", "method": "ωB97M-V with the def2-TZVPD basis set", "homo_energy_ha": [-0.281, -0.281], "orbital_gap_ha": [0.27056, 0.27058], "multiplicity": 1, "elements": ["C", "C", "O", "C", "C", "C", "C", "H", "H", "H", "H", "H", "H", "H", "H", "H", "H"], "xyz": [[-1.5619, -0.3643, -0.3498], [-0.6599, -1.0198, 0.6920], [0.5507, -1.4293, 0.0174], [1.5628, -0.6171, -0.0429], [1.8353, 0.5760, 0.6338], [0.8882, 1.5109, 1.0677], [-0.8548, 0.7021, -1.1982], [-2.4160, 0.0615, 0.1884], [-1.9515, -1.1514, -1.0041], [-0.3962, -0.3315, 1.4980], [-1.0862, -1.9484, 1.0818], [2.3028, -1.0283, -0.7339], [0.2229, 0.5572, -1.1945], [2.9201, 0.7044, 0.6863], [1.4155, 2.3457, 1.5661], [-1.1497, 0.6503, -2.2469], [-1.0156, 1.7046, -0.8041]], "mulliken_charge": [-0.309, -0.579, -0.313, -0.177, 0.264, -1.063, -0.818, 0.311, 0.322, 0.407, 0.314, 0.375, 0.158, 0.323, 0.199, 0.330, 0.256]}

Most stable pick: *Q*. Distance to second place: 47.7 kJ/mol.

*P*
{"formula": "C6H10O", "method": "ωB97M-V with the def2-TZVPD basis set", "homo_energy_ha": -0.291, "orbital_gap_ha": 0.31703, "multiplicity": 1, "elements": ["C", "C", "C", "C", "C", "C", "O", "H", "H", "H", "H", "H", "H", "H", "H", "H", "H"], "xyz": [[-0.5401, -2.4030, 0.9184], [-0.8072, -0.3473, -0.8685], [-1.3058, 0.7939, -0.3985], [-0.2314, 1.7642, 0.0289], [1.0521, 1.0803, -0.4890], [0.6791, -0.4018, -0.6594], [0.9332, -1.2178, 0.5354], [-0.9789, -1.7221, 1.6877], [0.1416, -3.0490, 1.4996], [-1.3517, -1.2216, -1.1916], [-2.3659, 1.0090, -0.3040], [-0.2213, 1.9202, 1.1165], [-0.3770, 2.7529, -0.4205], [1.2807, 1.4721, -1.4869], [1.9425, 1.2517, 0.1256], [1.2567, -0.8911, -1.4473], [0.9191, -0.6294, 1.3015]], "mulliken_charge": [-0.581, -0.664, -0.266, -0.539, -0.883, 0.156, -0.503, 0.165, 0.217, 0.493, 0.403, 0.268, 0.335, 0.343, 0.339, 0.285, 0.431]}

*Q*
{"formula": "C6H10O", "method": "ωB97M-V with the def2-TZVPD basis set", "homo_energy_ha": -0.346, "smiles": "C/C=C/CCC=O", "orbital_gap_ha": 0.38563, "multiplicity": 1, "elements": ["O", "C", "C", "C", "C", "C", "C", "H", "H", "H", "H", "H", "H", "H", "H", "H", "H"], "xyz": [[0.1049, 3.8645, -1.5520], [-0.2856, 2.8157, -1.1216], [0.4810, 1.9008, -0.2013], [-0.3392, 0.8057, 0.4836], [0.0567, -0.5852, 0.0676], [-0.2155, -1.6984, 0.7424], [0.2222, -3.0514, 0.2716], [-1.3059, 2.4933, -1.3542], [0.8409, 2.6553, 0.5129], [1.3905, 1.4794, -0.6283], [-1.3647, 0.9471, 0.1076], [-0.3788, 0.9341, 1.5583], [0.6625, -0.6923, -0.8317], [-0.9016, -1.6729, 1.5732], [0.7580, -3.5830, 1.0453], [-0.6180, -3.6411, -0.0895], [0.8926, -2.9715, -0.5841]], "mulliken_charge": [-0.470, -0.007, -0.587, -0.305, -0.409, -0.061, -1.167, 0.296, 0.225, 0.434, 0.220, 0.362, 0.213, 0.341, 0.325, 0.287, 0.302]}

Most stable pick: *Q*. Distance to second place: 353.6 kJ/mol.

*P*
{"formula": "C6H10O", "method": "ωB97M-V with the def2-TZVPD basis set", "homo_energy_ha": -0.355, "smiles": "C[C@H]1OC[C@H]2C[C@H]21", "orbital_gap_ha": 0.39794, "multiplicity": 1, "elements": ["C", "C", "O", "C", "C", "C", "C", "H", "H", "H", "H", "H", "H", "H", "H", "H", "H"], "xyz": [[0.8422, -1.5145, 1.2678], [-0.0341, -0.9885, 0.1300], [-1.1524, -0.3125, 0.7042], [-1.6537, 0.6182, -0.2395], [-0.4472, 1.0829, -1.0318], [0.7739, 1.4161, -0.2238], [0.6027, 0.0389, -0.7941], [0.5892, -0.9719, 2.1867], [1.9037, -1.3549, 1.0568], [0.6836, -2.5815, 1.4543], [-0.3955, -1.8229, -0.4931], [-2.3878, 0.1456, -0.9111], [-2.1555, 1.4109, 0.3249], [-0.5986, 1.5365, -2.0062], [0.6576, 1.5473, 0.8501], [1.5147, 2.0612, -0.6873], [1.2573, -0.3108, -1.5880]], "mulliken_charge": [-1.280, 0.292, -0.452, -0.603, -0.148, -0.659, -0.275, 0.321, 0.296, 0.342, 0.323, 0.295, 0.303, 0.373, 0.187, 0.287, 0.399]}

*Q*
{"formula": "C6H10O", "method": "ωB97M-V with the def2-TZVPD basis set", "homo_energy_ha": -0.336, "smiles": "CO[C@@H]1[C@@H]2CC[C@@H]21", "orbital_gap_ha": 0.37620, "multiplicity": 1, "elements": ["C", "O", "C", "C", "C", "C", "C", "H", "H", "H", "H", "H", "H", "H", "H", "H", "H"], "xyz": [[2.1362, 0.3245, 0.4782], [1.2903, -0.6384, 1.0583], [0.3814, -1.1010, 0.0609], [-1.0787, -1.1084, 0.1587], [-1.7736, 0.2006, 0.4596], [-0.8604, 1.0364, -0.4423], [-0.1266, -0.1897, -0.9691], [3.1164, -0.0743, 0.1816], [2.2457, 1.1871, 1.1439], [1.6435, 0.6727, -0.4413], [0.7196, -2.0431, -0.3921], [-1.6162, -2.0526, 0.3280], [-2.7846, 0.1653, 0.0389], [-1.8403, 0.4966, 1.5091], [-1.3996, 1.5288, -1.2573], [-0.2823, 1.8012, 0.0916], [0.2293, -0.2057, -2.0066]], "mulliken_charge": [-0.646, -0.419, 0.325, -0.590, -0.438, -0.428, -0.809, 0.259, 0.246, 0.298, 0.367, 0.357, 0.284, 0.274, 0.318, 0.213, 0.390]}

Most stable pick: *P*. Distance to second place: 205.1 kJ/mol.